--- 1 ---
C27H63F3O33P6 | ωB97M-V/def2-TZVPD

Structure (XYZ):
```
132
C27H63F3O33P6 ωB97M-V/def2-TZVPD
O -3.29898 4.26139 -4.06201
C -4.38906 4.69469 -3.70336
O -4.69418 5.95009 -3.38094
C -6.06292 6.05247 -2.94986
C -6.68628 4.75374 -3.55072
F -7.17751 4.88807 -4.75850
O -5.57350 3.91181 -3.56594
H -6.18215 6.23495 -1.88187
H -6.46204 6.95254 -3.41750
H -7.41577 4.23603 -2.92789
O 6.64222 -7.32845 7.34467
C 6.86533 -7.27505 6.14136
O 6.43775 -6.33743 5.25230
C 6.93044 -6.67739 3.97284
C 7.85740 -7.92673 4.21986
F 9.01183 -7.41969 4.21009
O 7.56451 -8.28120 5.51009
H 6.16114 -6.88659 3.22952
H 7.40231 -5.77564 3.58261
H 7.85492 -8.78915 3.55327
O -0.73539 2.30289 5.50670
C 0.42605 1.96962 5.30576
O 0.97410 1.07330 6.16995
C 2.38048 0.94181 5.70762
C 2.30024 1.37831 4.27041
F 1.93937 0.41302 3.47705
O 1.26404 2.30455 4.35953
H 2.96186 1.48952 6.44932
H 2.85250 -0.01601 5.92642
H 3.28034 1.77661 4.00800
C -1.75239 1.57077 -7.82252
O -1.05128 2.25829 -8.82036
P -0.96801 3.89143 -8.87250
O -0.43014 4.52802 -10.10854
O -2.41428 4.38930 -8.40053
C -2.69663 5.78874 -8.44597
O 0.01037 4.00487 -7.50979
C 1.32697 3.48624 -7.40909
H -1.16479 0.71561 -7.48854
H -2.47043 1.02195 -8.43187
H -2.45794 2.09060 -7.17439
H -3.71567 5.79671 -8.83275
H -1.97282 6.32110 -9.06306
H -2.88350 6.31520 -7.51000
H 2.12275 4.17276 -7.69809
H 1.32236 2.59247 -8.03300
H 1.47005 3.07818 -6.40853
C 1.31346 1.20514 -1.60055
O 1.89980 -0.00762 -1.20378
P 1.20444 -1.50454 -1.60921
O 0.90993 -1.77625 -3.00886
O 2.33847 -2.54431 -0.94287
C 3.06465 -2.23133 0.25329
O 0.10457 -1.84471 -0.48022
C -1.15524 -1.32916 -0.64754
H 1.04190 1.83974 -0.75698
H 0.37482 1.08027 -2.14043
H 1.99367 1.68590 -2.30360
H 2.70440 -2.74758 1.14313
H 3.32381 -1.18571 0.41949
H 4.10543 -2.53933 0.15320
H -1.91388 -2.11039 -0.60003
H -1.30051 -0.76510 -1.56887
H -1.17429 -0.71508 0.25280
C -2.83145 10.16669 3.43643
O -2.71397 8.83198 2.95047
P -2.16709 8.57099 1.41726
O -0.67735 8.71427 1.26149
O -2.65963 7.12139 1.02536
C -1.78689 6.05602 1.11082
O -2.97478 9.71518 0.44185
C -4.37497 9.63278 0.36660
H -2.36926 10.91092 2.78788
H -2.25332 10.27696 4.35388
H -3.88981 10.40970 3.53084
H -1.62357 5.58203 0.14296
H -2.18361 5.26050 1.74159
H -0.89305 6.29714 1.68616
H -4.88899 10.51082 0.75764
H -4.68187 8.71822 0.87402
H -4.66093 9.58136 -0.68397
C -5.38678 -5.25182 6.65329
O -4.03580 -4.81176 6.53964
P -3.55359 -4.03526 5.20389
O -4.11767 -4.44783 3.88672
O -3.70971 -2.43753 5.57555
C -5.02705 -1.90008 6.01094
O -1.90113 -4.26340 5.31792
C -1.09836 -3.80613 4.34516
H -5.73717 -4.97881 7.64867
H -5.36205 -6.33190 6.50868
H -5.95717 -4.73029 5.88467
H -5.38507 -1.01130 5.49134
H -4.97509 -1.58291 7.05248
H -5.93214 -2.50697 5.98667
H -0.60102 -4.72557 4.03632
H -0.33656 -3.11764 4.71087
H -1.59002 -3.25348 3.54457
C 9.71802 1.52548 5.38031
O 8.47183 0.89967 5.11559
P 8.28429 -0.46989 4.24105
O 6.87424 -0.92896 4.07360
O 9.06564 -1.49608 5.19332
C 8.86514 -1.72963 6.57789
O 9.18507 -0.42316 2.90911
C 8.42723 -0.20069 1.66417
H 9.94895 2.42980 4.81732
H 10.60187 0.92719 5.15904
H 9.73234 1.92875 6.39287
H 8.37154 -2.64408 6.90689
H 8.30414 -0.89297 6.99429
H 9.86037 -1.67305 7.01882
H 7.92675 -1.10169 1.30946
H 9.05092 0.11574 0.82812
H 7.93168 0.76336 1.77874
C -2.97832 -5.91916 -4.82352
O -3.07163 -7.22004 -5.41762
P -3.58921 -7.37295 -6.94271
O -2.55564 -7.01123 -7.94837
O -4.08412 -8.90348 -7.03955
C -4.90736 -9.54657 -6.07008
O -5.05100 -6.56486 -6.96933
C -5.29511 -5.49478 -7.96321
H -1.91178 -5.98902 -4.60971
H -3.59232 -5.89001 -3.92338
H -3.21593 -5.02814 -5.40466
H -4.56390 -9.40345 -5.04555
H -5.04689 -10.61179 -6.25429
H -5.90795 -9.12607 -6.17057
H -6.09689 -5.75791 -8.65315
H -4.38138 -5.23592 -8.49817
H -5.57228 -4.52351 -7.55344
```

Kohn-Sham gap = 10.3 eV
SMILES = O=C1OC[C@@H](F)O1.O=C1OC[C@@H](F)O1.O=C1OC[C@@H](F)O1.COP(=O)(OC)OC.COP(=O)(OC)OC.COP(=O)(OC)OC.COP(=O)(OC)OC.COP(=O)(OC)OC.COP(=O)(OC)OC
LUMO level = 0.132 eV
highest occupied orbital energy = -10.16 eV

=====

--- 2 ---
C27H63F3O33P6 | ωB97M-V/def2-TZVPD

Structure (XYZ):
```
132
C27H63F3O33P6 ωB97M-V/def2-TZVPD
O -2.80381 4.60435 0.91130
C -2.60293 3.41957 0.60298
O -1.38741 2.72529 0.45495
C -1.67782 1.37615 0.48518
C -3.06259 1.32270 -0.06362
F -3.58601 0.17185 0.33471
O -3.67208 2.50643 0.41238
H -0.91248 0.92716 -0.14789
H -1.63526 1.01870 1.51402
H -2.88945 1.26757 -1.13836
O 0.18244 9.86190 -4.95019
C -0.51115 8.98602 -5.39277
O -1.28829 9.08514 -6.53566
C -2.26603 8.01187 -6.71404
C -1.78122 7.06432 -5.54463
F -1.09818 6.04681 -6.07226
O -0.83183 7.77937 -4.77108
H -3.31570 8.29061 -6.62129
H -2.04503 7.58086 -7.69051
H -2.58692 6.74303 -4.88453
O 2.38496 -4.89173 -2.87025
C 2.82711 -5.03813 -3.98584
O 4.01025 -4.79464 -4.44041
C 4.11497 -5.26258 -5.76356
C 2.74829 -5.01703 -6.25916
F 2.59832 -6.00955 -7.13043
O 2.04243 -5.36961 -5.04582
H 4.70276 -4.79003 -6.55052
H 4.44274 -6.30167 -5.73278
H 2.69615 -4.00623 -6.66373
C -5.92438 0.08642 -6.81811
O -5.20115 -0.60095 -7.78561
P -4.02936 -1.75945 -7.48073
O -2.88466 -1.20608 -6.78443
O -4.92485 -2.79716 -6.54681
C -4.65504 -4.17727 -6.65155
O -3.62604 -2.41377 -8.88628
C -3.59980 -1.53793 -9.93258
H -5.89191 1.17093 -6.92247
H -5.59833 -0.17453 -5.81128
H -6.96647 -0.23313 -6.81559
H -3.95358 -4.55323 -7.39635
H -5.61947 -4.63891 -6.86339
H -4.32269 -4.62055 -5.71286
H -3.36511 -0.52346 -9.61033
H -4.55454 -1.60225 -10.45453
H -2.89048 -1.98714 -10.62769
C -9.39852 1.87800 5.48590
O -9.39606 1.89274 3.99647
P -10.50728 1.14262 3.10963
O -11.91265 1.42101 3.48191
O -9.96597 -0.35800 3.05779
C -10.39774 -1.26147 2.15356
O -10.04802 1.67628 1.62262
C -10.83876 2.69513 1.03157
H -9.05874 2.88746 5.71750
H -8.45617 1.34504 5.61250
H -10.31780 1.56613 5.98164
H -9.91804 -1.39429 1.18385
H -11.39013 -0.96219 1.81638
H -10.68255 -2.24218 2.53461
H -11.70615 2.14178 0.67164
H -10.34903 2.92225 0.08463
H -11.02297 3.47212 1.77348
C 9.72435 0.72805 -7.79825
O 8.41132 0.18677 -7.97791
P 7.04874 1.08230 -7.92498
O 7.19239 2.43054 -8.50505
O 6.59636 0.98039 -6.30811
C 5.46416 1.60829 -5.71982
O 6.05567 0.09356 -8.67018
C 5.40152 0.35632 -9.84894
H 10.23917 0.35919 -8.68538
H 10.12030 0.08191 -7.01478
H 9.91324 1.77133 -7.54530
H 5.66249 1.87675 -4.68218
H 4.62143 0.91804 -5.75820
H 5.27809 2.48345 -6.34238
H 6.11398 0.20223 -10.65934
H 5.08243 1.39753 -9.89568
H 4.56961 -0.33001 -10.00700
C 1.43393 3.88657 7.79563
O 1.46193 4.36701 9.16137
P 2.81915 4.01896 9.92524
O 4.02196 4.75711 9.52377
O 2.44620 4.12860 11.50833
C 3.21657 4.72846 12.50392
O 2.83558 2.33976 9.97162
C 1.78967 1.58969 10.46567
H 1.78342 2.85470 7.76084
H 1.79960 4.41839 6.91725
H 0.36353 3.77621 7.62197
H 4.30463 4.79174 12.51857
H 3.01117 4.02475 13.31058
H 2.75801 5.63436 12.90037
H 1.59288 1.93140 11.48185
H 2.17854 0.57173 10.44036
H 0.83388 1.66973 9.94782
C -2.99310 -6.18071 4.12821
O -2.17366 -6.41655 5.18519
P -1.78121 -5.10279 6.09570
O -2.10448 -3.74975 5.62430
O -2.37271 -5.43612 7.59617
C -3.71940 -5.41196 7.81420
O -0.10641 -5.33210 6.25815
C 0.41016 -6.40619 6.99993
H -3.12137 -5.11826 3.92121
H -3.94101 -6.66167 4.36952
H -2.37197 -6.65804 3.37028
H -4.30523 -5.11584 6.94402
H -3.89344 -4.73856 8.65346
H -4.02989 -6.35775 8.25824
H -0.13033 -7.35216 7.03334
H 0.47078 -5.99694 8.00836
H 1.39589 -6.60603 6.57983
C 7.96962 -0.29232 5.17177
O 8.62534 -0.92142 4.04521
P 8.76934 -0.15821 2.66351
O 9.38307 1.20595 2.55417
O 9.44989 -1.26092 1.64849
C 9.75025 -0.88332 0.33554
O 7.17451 -0.08414 2.26841
C 6.43762 -1.29020 2.41504
H 7.17348 -0.97843 5.46075
H 7.69794 0.75008 5.00539
H 8.60316 -0.40038 6.05214
H 9.81769 0.13192 -0.05540
H 8.98139 -1.28332 -0.32548
H 10.69893 -1.35907 0.08702
H 6.36918 -1.49444 3.48355
H 6.86814 -2.17688 1.94969
H 5.42961 -1.14227 2.02757
```

Kohn-Sham gap = 10.7 eV
SMILES = O=C1OC[C@@H](F)O1.O=C1OC[C@@H](F)O1.O=C1OC[C@@H](F)O1.COP(=O)(OC)OC.COP(=O)(OC)OC.COP(=O)(OC)OC.COP(=O)(OC)OC.COP(=O)(OC)OC.COP(=O)(OC)OC
LUMO level = 0.125 eV
highest occupied orbital energy = -10.55 eV

=====

Stability, descending: 1, 2

=====

--- 1 ---
C4H10OS2 | ωB97M-V/def2-TZVPD

Structure (XYZ):
```
17
C4H10OS2 ωB97M-V/def2-TZVPD
C 2.30081 0.00428 -0.85265
C 2.11253 0.06164 0.64512
S 0.59659 -0.79358 0.91878
C -0.59295 0.47770 0.27833
C -0.42448 0.55491 -1.24992
S 1.22224 1.19254 -1.70392
H 1.95875 -0.92621 -1.34523
H 3.36211 0.15951 -1.12651
H 2.10244 1.11544 0.98403
H 2.88001 -0.47454 1.23582
H -1.65813 0.19021 0.36877
H -0.46308 1.45243 0.78675
H -0.55173 -0.46349 -1.66480
H -1.22038 1.19446 -1.67766
O -3.56936 -1.50420 1.51410
H -4.28975 -1.30485 2.15405
H -3.76562 -0.93627 0.73487
```

Kohn-Sham gap = 8.9 eV
SMILES = C1CSCCS1.O
LUMO level = 0.535 eV
highest occupied orbital energy = -8.37 eV

=====

--- 2 ---
C4H10OS2 | ωB97M-V/def2-TZVPD

Structure (XYZ):
```
17
C4H10OS2 ωB97M-V/def2-TZVPD
C 1.38731 1.08853 -0.38205
C 1.56741 -1.18437 0.74576
C -1.84779 0.74638 -0.72101
C 0.65994 -0.13907 0.29886
O -1.18902 -1.91177 -0.18624
S -2.89889 0.52112 0.69408
S -0.58302 -0.77608 -0.95848
H 1.42192 1.05121 -1.46258
H 0.92862 1.99580 -0.00040
H 2.45320 1.15753 0.01995
H 2.15238 -0.91611 1.68123
H 2.24018 -1.38411 -0.03445
H 0.89474 -2.03149 0.94106
H -1.23966 1.73784 -0.63767
H -2.45655 0.81505 -1.52685
H -0.07543 0.03392 1.09318
H -3.41534 -0.80437 0.43558
```

Kohn-Sham gap = 9.8 eV
LUMO level = 0.753 eV
highest occupied orbital energy = -9.08 eV

=====

Stability, descending: 1, 2

=====

--- 1 ---
C3H9N5O | ωB97M-V/def2-TZVPD

Structure (XYZ):
```
18
C3H9N5O ωB97M-V/def2-TZVPD
N 0.77002 -0.59771 -0.20677
C -1.36295 -1.22255 -0.30334
C -0.29470 -0.06816 0.62456
N 1.80137 -1.19855 0.53385
N 1.24608 0.16664 -1.28695
N -0.27326 -0.45366 1.99141
N -1.16243 1.62991 -0.90633
C -0.96873 1.11124 0.35946
O -1.67169 -0.87421 -1.38543
H 2.19079 -1.95766 -0.01741
H 2.55112 -0.52847 0.72346
H 1.19013 1.16673 -1.10200
H 0.70383 -0.04263 -2.12025
H 0.67417 -0.39069 2.35572
H -0.55944 -1.42375 2.07690
H -1.90245 2.32089 -0.93158
H -1.36367 0.87049 -1.57994
H -1.56824 1.49213 1.17456
```

Kohn-Sham gap = 8.5 eV
LUMO level = 0.790 eV
highest occupied orbital energy = -7.72 eV

=====

--- 2 ---
C3H9N5O | ωB97M-V/def2-TZVPD

Structure (XYZ):
```
18
C3H9N5O ωB97M-V/def2-TZVPD
H -2.55757 -1.03952 -1.85147
N -2.33137 -0.67110 -0.92682
N -1.21367 -1.12777 -0.58309
N -0.73795 -0.65146 0.60031
N -1.42488 0.29620 1.38929
H -0.21681 -1.33587 1.12187
H -1.78649 -0.15416 2.23373
H -2.21714 0.68542 0.87098
C 2.05061 -0.83631 -0.24124
C 1.53759 0.20662 0.69499
O 1.52768 0.19078 1.89349
H 1.36784 -0.86541 -1.09218
H 3.02969 -0.54521 -0.60936
H 2.09152 -1.81583 0.24025
H 1.29683 1.22152 0.04851
C -0.00987 2.09709 -1.19858
N -0.42491 1.32806 -1.95465
H 0.01890 3.01694 -0.63603
```

Kohn-Sham gap = 9.8 eV
SMILES = [H]/N=N/NN.CC=O.C#N
LUMO level = 0.955 eV
highest occupied orbital energy = -8.83 eV

=====

Stability, descending: 1, 2